[1]
The following is a quantum chemistry calculation of a molecular structure, C34H22Br4N8O9Ti at a distorted geometry, from the OMol25 dataset.

XYZ file:
```
78
C34H22Br4N8O9Ti, DFT ωB97M-V/def2-TZVPD
H -2.88 5.65 4.15
H 1.61 -2.22 -3.86
C -2.37 0.17 1.01
O 1.70 0.39 2.78
H -2.17 6.65 1.91
Br 0.59 4.72 -5.91
N -0.46 5.49 1.84
H -5.35 1.39 0.17
C -2.26 -0.97 -5.06
H -2.82 1.03 3.75
H 1.07 4.17 1.78
C -0.41 3.68 3.34
N 5.66 -2.61 1.65
C 0.30 3.20 -3.57
C -1.59 5.89 2.41
O 0.78 0.69 0.68
C 2.18 2.53 -5.00
H -4.62 0.67 -2.15
C 1.63 1.17 -3.05
C 1.53 0.12 1.58
C -0.87 -2.26 3.23
H 4.17 -4.45 0.42
C 0.54 2.07 -2.78
Br -1.16 4.35 -3.14
C 1.72 -2.02 0.24
Ti 0.06 -0.05 -0.94
C -4.01 0.52 -1.27
N 0.13 2.56 3.89
N 1.73 -4.34 -0.39
C -1.07 -1.82 4.54
H 4.07 -0.53 2.29
N -1.46 4.18 4.06
O 6.28 -3.56 1.15
C -2.85 -0.51 -3.88
C 2.26 -1.12 1.18
O 0.64 -1.75 -0.41
O -0.30 1.74 -1.80
C -1.05 -1.68 -4.92
C 2.44 -3.26 0.21
C -2.25 0.09 3.63
H -1.86 -0.24 5.78
H -0.82 -4.38 3.19
H -3.86 -0.07 -3.95
H -0.25 2.21 4.76
H -0.49 -2.06 -5.76
C 3.71 -3.49 0.64
N -1.92 -0.15 -0.24
C 3.55 -1.33 1.73
C 1.10 3.40 -4.72
C -1.74 -0.60 4.77
H -3.90 1.24 2.04
H -2.63 -0.85 -6.07
C -2.01 5.32 3.60
C 0.16 4.46 2.30
C 0.72 -2.64 -3.39
O 6.08 -1.68 2.36
C -1.93 -0.42 2.32
H 0.92 -2.74 -2.30
C 2.53 1.52 -4.11
N -1.03 -1.26 -2.53
H 0.74 -3.63 3.57
C -2.74 -0.12 -1.39
N -1.26 -1.58 2.15
O 2.42 -4.95 -1.21
H 0.68 1.91 3.32
C -0.46 -1.80 -3.65
H 0.50 -3.63 -3.79
C -2.24 -0.66 -2.63
H -0.92 -2.52 5.40
C -4.38 1.01 -0.05
C -0.16 -3.56 2.95
H 0.14 -3.62 1.89
C 4.26 -2.46 1.34
O 1.70 0.06 -2.28
Br 2.97 2.52 -6.72
O 0.63 -4.69 0.05
Br 4.15 0.59 -4.20
C -3.54 0.93 1.06
```

Values from the calculation:
2S+1: 3
Expectation value of S²: 2.0324
Gap between HOMO and LUMO (spin up / spin down) in Ha: 0.156 / 0.225
LUMO energy (spin up / spin down) in eV: 3.745 / 3.746
Net charge: -2
Relative energy (zero: lowest compared OMol25 entry of this formula, charge and spin) in kcal/mol: 7.6
HOMO (spin up / spin down) in eV: -0.50 / -2.37


[2]
The following is a quantum chemistry calculation of 3 unconnected molecules or ions with the total composition C17H33N2O7P, from the OMol25 dataset.

XYZ file:
```
60
C17H33N2O7P, DFT ωB97M-V/def2-TZVPD
C 0.45 5.24 -3.28
C 0.60 4.34 -5.44
O -1.61 0.88 -2.14
H -3.31 -1.01 1.59
H 1.92 -2.56 -1.26
H 4.44 -3.25 5.72
H -1.58 4.50 -2.91
H -0.44 2.83 -4.31
C -0.32 0.49 -2.19
H -2.16 -0.74 -1.06
H -1.45 5.71 -4.20
H 4.73 -4.93 3.96
H -4.91 -1.73 1.46
N 0.31 -1.36 -0.69
H 2.77 -2.72 1.24
H 1.95 -6.02 4.58
C -4.40 -0.44 -0.15
O -0.21 2.59 1.81
O 2.02 -4.16 3.68
H 1.36 -3.66 0.75
O -2.12 3.18 0.22
H 1.11 0.58 -0.56
C 0.17 0.08 -0.78
H -1.47 3.63 -5.49
H -3.59 1.52 0.20
O 0.33 0.51 -3.19
H 1.94 -2.50 4.89
O 0.35 3.02 -0.52
H 4.25 -5.94 5.33
H 3.28 -2.53 3.73
C -4.34 -0.81 1.30
H 3.01 -4.09 6.33
C 1.67 -1.88 -0.44
N -5.07 -1.16 -0.95
C 3.57 -3.85 5.43
H -4.04 1.21 -1.46
H 0.35 5.04 -6.25
H -1.07 0.24 1.07
C -0.66 3.79 -4.78
C -3.57 0.76 -0.58
O 1.30 5.06 -4.42
C 2.69 -3.14 4.42
C -2.14 0.34 -0.89
C -0.96 4.85 -3.73
H 0.80 4.60 -2.47
H 2.77 -5.96 3.01
H 1.15 -2.18 1.65
H 2.39 -1.07 -0.46
H 0.48 2.57 -1.37
C 1.75 -2.65 0.88
H -0.90 2.91 2.40
P -0.85 2.46 0.35
C 2.63 -5.43 3.95
H -0.33 -1.72 0.00
H 1.25 3.57 -5.83
H -4.72 -0.01 1.94
H -5.01 -0.81 -1.91
C -0.99 0.66 0.06
C 3.93 -5.13 4.68
H 0.52 6.28 -2.95
```

Values from the calculation:
2S+1: 1
SMILES: [H]/N=C(/C)C[C@H]1OC(=O)[C@H](NCC)[C@H]1P(=O)(O)O.C1CCOC1.C1CCOC1
Gap between HOMO and LUMO in Ha: 0.346
LUMO energy in eV: 0.218
HOMO in eV: -9.20


Repeat the second record exactly.
The following is a quantum chemistry calculation of 3 unconnected molecules or ions with the total composition C17H33N2O7P, from the OMol25 dataset.

XYZ file:
```
60
C17H33N2O7P, DFT ωB97M-V/def2-TZVPD
C 0.45 5.24 -3.28
C 0.60 4.34 -5.44
O -1.61 0.88 -2.14
H -3.31 -1.01 1.59
H 1.92 -2.56 -1.26
H 4.44 -3.25 5.72
H -1.58 4.50 -2.91
H -0.44 2.83 -4.31
C -0.32 0.49 -2.19
H -2.16 -0.74 -1.06
H -1.45 5.71 -4.20
H 4.73 -4.93 3.96
H -4.91 -1.73 1.46
N 0.31 -1.36 -0.69
H 2.77 -2.72 1.24
H 1.95 -6.02 4.58
C -4.40 -0.44 -0.15
O -0.21 2.59 1.81
O 2.02 -4.16 3.68
H 1.36 -3.66 0.75
O -2.12 3.18 0.22
H 1.11 0.58 -0.56
C 0.17 0.08 -0.78
H -1.47 3.63 -5.49
H -3.59 1.52 0.20
O 0.33 0.51 -3.19
H 1.94 -2.50 4.89
O 0.35 3.02 -0.52
H 4.25 -5.94 5.33
H 3.28 -2.53 3.73
C -4.34 -0.81 1.30
H 3.01 -4.09 6.33
C 1.67 -1.88 -0.44
N -5.07 -1.16 -0.95
C 3.57 -3.85 5.43
H -4.04 1.21 -1.46
H 0.35 5.04 -6.25
H -1.07 0.24 1.07
C -0.66 3.79 -4.78
C -3.57 0.76 -0.58
O 1.30 5.06 -4.42
C 2.69 -3.14 4.42
C -2.14 0.34 -0.89
C -0.96 4.85 -3.73
H 0.80 4.60 -2.47
H 2.77 -5.96 3.01
H 1.15 -2.18 1.65
H 2.39 -1.07 -0.46
H 0.48 2.57 -1.37
C 1.75 -2.65 0.88
H -0.90 2.91 2.40
P -0.85 2.46 0.35
C 2.63 -5.43 3.95
H -0.33 -1.72 0.00
H 1.25 3.57 -5.83
H -4.72 -0.01 1.94
H -5.01 -0.81 -1.91
C -0.99 0.66 0.06
C 3.93 -5.13 4.68
H 0.52 6.28 -2.95
```

Values from the calculation:
2S+1: 1
SMILES: [H]/N=C(/C)C[C@H]1OC(=O)[C@H](NCC)[C@H]1P(=O)(O)O.C1CCOC1.C1CCOC1
Gap between HOMO and LUMO in Ha: 0.346
LUMO energy in eV: 0.218
HOMO in eV: -9.20